Formula: C18H13N3NiO2
Source: the OMol25 dataset
Level of theory: the ωB97M-V functional and the def2-TZVPD basis

Geometry as XYZ:
```
37
Properties=species:S:1:pos:R:3:forces:R:3
Ni 0.16330 0.48806 1.05772 0.02 -0.44 -0.56
C -3.75620 -0.57388 -2.70472 0.02 0.01 0.03
C -3.24648 0.53729 -2.05031 -0.06 -0.02 -0.05
C -2.26227 0.38523 -1.08652 -0.03 0.07 0.19
C -1.78527 -0.87828 -0.77055 -0.03 -0.15 -0.12
C -2.30639 -1.99767 -1.41385 0.11 -0.11 -0.01
C -3.28322 -1.84058 -2.38032 0.00 0.02 0.00
N -0.78682 -0.98479 0.24804 0.03 0.36 -0.18
N -0.51908 -2.13864 0.64461 -0.33 -0.16 0.11
C 0.30711 -2.10800 1.76128 0.34 -0.02 0.26
C 0.72668 -3.28677 2.37349 -0.13 -0.11 -0.18
C 1.50774 -3.19678 3.50858 0.04 0.02 0.05
C 1.85938 -1.94337 4.00896 -0.01 0.06 -0.01
C 1.44184 -0.76935 3.38580 0.03 -0.18 0.08
C 0.64828 -0.84312 2.25366 -0.16 0.31 0.19
H -4.52314 -0.45669 -3.45904 0.01 0.00 0.00
H -3.61647 1.52588 -2.28827 0.01 0.00 0.02
H -1.86467 1.24642 -0.56650 -0.03 0.03 0.02
H -1.93545 -2.97662 -1.14561 -0.02 0.00 -0.03
H -3.68325 -2.71211 -2.88170 0.01 0.00 0.01
H 0.43240 -4.24136 1.95389 0.03 0.00 0.03
H 1.84397 -4.09506 4.00903 0.00 0.01 0.00
H 2.46865 -1.87952 4.90282 0.00 -0.03 0.00
H 1.72984 0.19494 3.78282 -0.01 0.02 -0.01
O 2.37679 3.53887 1.84293 0.03 0.06 0.05
C 1.65687 2.68233 1.37861 -0.18 -0.04 0.02
O 0.92280 1.84062 2.03428 0.32 0.14 0.07
C 1.54999 2.54109 -0.13178 -0.02 -0.03 0.02
C 2.29704 3.32943 -0.98477 0.04 0.05 -0.06
C 2.17845 3.12740 -2.34875 -0.01 -0.01 0.00
C 1.31997 2.13875 -2.80738 -0.01 -0.01 0.01
C 0.60274 1.39636 -1.88704 0.06 -0.01 0.00
N 0.70695 1.59829 -0.57110 -0.10 0.16 0.07
H 2.95301 4.07061 -0.55103 0.00 0.00 0.00
H 2.75092 3.72353 -3.04737 0.00 0.00 0.01
H 1.20126 1.93880 -3.86308 0.01 0.00 0.01
H -0.07729 0.61866 -2.20686 0.04 0.02 -0.02
```
Positions in Å, forces in eV/Å.

HOMO energy: -0.317 hartree
Lowest unoccupied orbital energy: -1.06 eV
Electronic energy: -2516.78090 Ha
Spin multiplicity: 1